# 1
Entry from OMol25: 10 unconnected molecules or ions with the total composition C90H190N10O10 at a distorted geometry (ωB97M-V with the def2-TZVPD basis set).

The geometry in XYZ format:
```
300
Properties=species:S:1:pos:R:3:mulliken_charge:R:1
C -0.335 5.111 5.716 -1.82
C -0.844 3.905 4.910 1.37
C -0.535 2.693 5.759 -1.48
C -2.383 3.940 4.775 -0.72
C -2.814 5.106 3.835 -1.11
C -2.329 4.678 2.433 -1.40
C -0.776 4.569 2.291 1.93
C -0.533 3.684 0.992 -1.65
C -0.163 5.928 2.006 -1.98
N -0.325 3.743 3.484 0.70
O 1.050 3.532 3.445 -0.01
H -0.908 5.205 6.638 0.32
H 0.727 5.061 5.954 0.37
H -0.342 6.044 5.151 0.37
H -1.213 2.699 6.613 0.50
H -0.819 1.795 5.211 -0.03
H 0.412 2.466 6.248 0.28
H -2.716 2.982 4.376 -0.20
H -2.719 4.186 5.783 0.70
H -3.875 5.293 3.669 0.43
H -2.504 6.073 4.229 0.40
H -2.648 5.428 1.709 0.56
H -2.905 3.818 2.092 0.39
H -0.927 4.176 0.103 0.71
H -0.913 2.664 1.043 -0.08
H 0.538 3.702 0.789 -0.12
H 0.885 5.889 1.708 0.27
H -0.253 6.671 2.798 0.39
H -0.708 6.397 1.187 0.44
H 1.141 2.681 3.012 0.28
C -4.047 -6.301 3.492 -2.02
C -2.601 -6.170 3.934 2.09
C -2.372 -4.854 4.670 -1.63
C -2.317 -7.314 4.945 -1.39
C -0.846 -7.854 4.992 -0.97
C -0.238 -7.976 3.635 -1.40
C -0.340 -6.732 2.832 1.70
C 0.679 -5.721 3.378 -1.54
C 0.172 -7.143 1.439 -1.91
N -1.763 -6.313 2.749 -0.37
O -1.949 -5.253 1.848 1.19
H -4.422 -5.454 2.918 -0.02
H -4.076 -7.122 2.776 0.57
H -4.802 -6.466 4.261 0.38
H -2.942 -4.781 5.596 0.45
H -1.346 -4.783 5.030 0.33
H -2.677 -4.009 4.054 0.04
H -2.749 -7.001 5.895 0.41
H -2.921 -8.194 4.723 0.51
H -0.225 -7.153 5.551 0.30
H -0.783 -8.799 5.532 0.52
H -0.805 -8.799 3.200 0.39
H 0.723 -8.480 3.533 0.48
H 0.853 -4.788 2.842 -0.04
H 1.612 -6.284 3.402 0.53
H 0.515 -5.459 4.424 0.41
H -0.384 -7.970 0.995 0.33
H 1.241 -7.350 1.484 0.60
H 0.070 -6.228 0.856 0.19
H -2.387 -5.755 1.157 0.02
C -0.581 -4.661 -1.720 -1.87
C -1.957 -5.086 -2.342 2.53
C -3.140 -4.207 -1.929 -1.40
C -1.727 -4.905 -3.927 -1.48
C -2.846 -5.485 -4.803 -0.56
C -2.898 -7.017 -4.497 -1.70
C -3.056 -7.384 -2.993 1.86
C -4.489 -7.324 -2.585 -1.93
C -2.428 -8.791 -2.915 -1.99
N -2.184 -6.539 -2.093 0.19
O -2.150 -6.853 -0.734 -0.16
H -0.238 -3.647 -1.929 0.14
H -0.646 -4.662 -0.632 -0.04
H 0.143 -5.444 -1.942 0.61
H -2.890 -3.162 -2.117 0.41
H -4.054 -4.462 -2.464 0.22
H -3.349 -4.197 -0.859 -0.08
H -1.564 -3.846 -4.128 0.15
H -0.823 -5.458 -4.179 0.51
H -3.759 -4.903 -4.678 0.36
H -2.717 -5.314 -5.872 0.46
H -1.981 -7.431 -4.915 0.47
H -3.719 -7.320 -5.147 0.47
H -4.984 -6.440 -2.988 0.39
H -4.589 -7.314 -1.500 0.29
H -5.040 -8.135 -3.062 0.49
H -2.898 -9.366 -2.117 0.40
H -1.368 -8.863 -2.672 0.31
H -2.596 -9.387 -3.812 0.44
H -1.301 -7.299 -0.698 0.17
C -0.733 0.502 -9.935 -1.83
C -1.077 0.764 -8.436 1.64
C -0.094 1.825 -7.906 -1.48
C -2.505 1.410 -8.314 -1.36
C -3.213 1.272 -6.902 -0.76
C -3.175 -0.169 -6.395 -0.75
C -1.718 -0.698 -6.435 1.39
C -0.869 -0.035 -5.201 -1.53
C -1.776 -2.281 -6.282 -2.11
N -1.030 -0.521 -7.773 0.46
O 0.231 -1.156 -7.781 -0.47
H -0.701 1.483 -10.408 0.40
H 0.185 -0.071 -10.073 0.39
H -1.592 0.028 -10.411 0.44
H 0.898 1.381 -7.822 0.38
H -0.143 2.704 -8.548 0.54
H -0.322 2.088 -6.874 -0.01
H -2.663 2.476 -8.479 0.43
H -3.217 0.982 -9.020 0.40
H -2.627 1.926 -6.256 0.25
H -4.228 1.658 -6.800 0.48
H -3.945 -0.721 -6.934 0.43
H -3.428 -0.274 -5.340 0.05
H -1.061 1.038 -5.213 0.03
H 0.207 -0.173 -5.302 0.77
H -1.351 -0.322 -4.267 0.02
H -2.522 -2.618 -5.564 0.46
H -0.809 -2.552 -5.857 0.47
H -1.965 -2.846 -7.195 0.37
H 0.239 -1.891 -8.399 0.34
C -8.630 -0.643 -0.405 -1.75
C -7.742 -1.866 -0.775 1.32
C -8.776 -3.019 -1.088 -1.95
C -6.924 -1.590 -2.022 -1.20
C -5.679 -0.640 -1.797 -0.59
C -4.833 -1.201 -0.657 -0.20
C -5.609 -1.685 0.664 3.30
C -4.742 -2.780 1.424 -2.22
C -5.812 -0.427 1.522 -2.15
N -6.942 -2.277 0.349 0.45
O -7.709 -2.501 1.475 -0.52
H -9.301 -0.958 0.394 0.40
H -8.063 0.205 -0.020 0.34
H -9.161 -0.192 -1.244 0.43
H -8.316 -3.955 -1.408 0.35
H -9.491 -3.270 -0.305 0.42
H -9.465 -2.726 -1.880 0.45
H -6.449 -2.481 -2.432 0.18
H -7.552 -1.086 -2.757 0.49
H -5.157 -0.575 -2.752 0.18
H -6.129 0.313 -1.516 0.41
H -4.038 -0.509 -0.380 0.43
H -4.336 -2.056 -1.116 -0.66
H -4.664 -3.722 0.882 0.48
H -5.286 -3.087 2.317 0.33
H -3.713 -2.452 1.579 0.03
H -6.069 0.343 0.796 0.55
H -4.942 0.048 1.975 0.05
H -6.607 -0.420 2.267 0.36
H -7.629 -3.445 1.632 0.38
C -4.943 -1.896 9.342 -1.82
C -4.452 -1.946 7.809 1.23
C -3.110 -2.741 7.794 -1.37
C -5.501 -2.817 7.098 -1.79
C -5.544 -2.822 5.506 0.60
C -5.700 -1.381 5.185 -0.61
C -4.695 -0.325 5.749 2.29
C -3.370 -0.425 4.898 -0.48
C -5.226 1.083 5.506 -2.05
N -4.420 -0.578 7.210 0.44
O -3.478 0.301 7.704 -0.49
H -4.125 -1.382 9.847 0.40
H -5.894 -1.367 9.280 0.46
H -5.206 -2.808 9.878 0.32
H -2.204 -2.190 8.048 0.36
H -3.253 -3.585 8.469 0.43
H -2.830 -2.940 6.760 0.15
H -5.320 -3.865 7.336 0.57
H -6.499 -2.531 7.432 0.44
H -4.656 -3.365 5.182 -1.07
H -6.323 -3.483 5.127 0.83
H -6.715 -0.992 5.266 0.54
H -5.483 -1.415 4.117 -0.72
H -2.436 -0.224 5.421 0.50
H -3.442 0.144 3.971 0.19
H -3.120 -1.419 4.527 -0.62
H -6.116 1.268 6.109 0.55
H -5.583 1.150 4.479 0.30
H -4.563 1.912 5.752 0.26
H -4.003 0.968 8.152 0.35
C 8.083 2.660 -1.958 -1.17
C 8.759 1.480 -2.809 1.45
C 10.036 2.025 -3.479 -2.05
C 9.268 0.362 -1.856 -1.37
C 8.168 -0.369 -1.235 -0.52
C 7.273 -0.989 -2.376 -1.53
C 6.680 0.067 -3.438 1.82
C 6.160 -0.565 -4.712 -2.20
C 5.479 0.770 -2.797 -0.71
N 7.822 0.963 -3.824 0.41
O 7.612 1.795 -4.874 -0.46
H 7.758 3.480 -2.598 0.33
H 7.120 2.274 -1.623 -0.01
H 8.606 2.934 -1.041 0.40
H 10.748 2.361 -2.726 0.40
H 10.486 1.207 -4.042 0.53
H 9.824 2.931 -4.048 0.35
H 9.947 -0.321 -2.366 0.33
H 9.900 0.864 -1.123 0.57
H 8.351 -1.043 -0.398 0.49
H 7.539 0.305 -0.653 0.18
H 6.502 -1.657 -1.992 0.42
H 7.788 -1.806 -2.882 0.49
H 5.814 0.111 -5.495 0.35
H 5.273 -1.115 -4.398 0.51
H 6.863 -1.231 -5.212 0.42
H 5.354 1.758 -3.241 -0.46
H 5.555 0.782 -1.710 0.01
H 4.550 0.308 -3.130 0.69
H 7.971 1.323 -5.629 0.34
C 3.131 -0.526 -0.003 -1.49
C 2.047 0.630 -0.015 2.79
C 2.755 1.963 -0.186 -1.39
C 1.153 0.427 -1.237 -0.75
C 0.098 -0.611 -1.247 0.44
C -0.750 -0.490 0.035 -1.42
C 0.125 -0.373 1.345 1.92
C -0.925 0.061 2.463 -1.15
C 0.604 -1.792 1.658 -2.29
N 1.224 0.611 1.238 1.63
O 1.936 0.707 2.403 -0.64
H 4.148 -0.227 -0.254 0.24
H 3.263 -1.026 0.956 0.18
H 2.822 -1.292 -0.715 0.26
H 2.109 2.840 -0.224 -0.73
H 3.420 2.043 0.674 0.98
H 3.324 2.137 -1.100 -0.67
H 0.579 1.322 -1.476 0.11
H 1.742 0.385 -2.153 0.25
H -0.467 -0.626 -2.178 -0.37
H 0.626 -1.562 -1.320 -0.47
H -1.410 -1.357 0.024 0.47
H -1.375 0.392 -0.102 0.46
H -0.369 -0.078 3.390 0.49
H -1.766 -0.629 2.530 -0.58
H -1.234 1.106 2.447 0.04
H 1.376 -1.819 2.427 0.51
H 1.247 -2.229 0.895 0.66
H -0.172 -2.544 1.799 0.28
H 2.230 -0.207 2.406 0.33
C 2.489 2.001 -4.847 0.54
C 2.534 3.509 -4.772 1.17
C 1.922 4.279 -6.051 -1.53
C 1.599 3.776 -3.535 -0.42
C 1.794 5.124 -2.789 -1.41
C 3.312 5.405 -2.508 -0.45
C 4.252 5.179 -3.784 1.76
C 4.293 6.500 -4.543 -1.89
C 5.671 4.829 -3.130 -1.97
N 3.951 3.931 -4.532 0.95
O 4.823 3.605 -5.629 -0.63
H 1.452 1.670 -4.783 -0.43
H 2.843 1.583 -5.789 0.67
H 2.998 1.583 -3.979 -1.00
H 0.912 3.917 -6.243 0.33
H 1.826 5.323 -5.752 0.32
H 2.430 4.254 -7.015 0.34
H 0.552 3.685 -3.821 0.67
H 1.642 2.944 -2.833 -0.67
H 1.445 5.921 -3.446 0.55
H 1.186 5.242 -1.892 0.44
H 3.593 5.034 -1.522 -0.59
H 3.236 6.474 -2.310 0.48
H 4.723 7.220 -3.847 0.46
H 3.260 6.761 -4.771 0.40
H 4.854 6.421 -5.475 0.38
H 6.051 5.678 -2.562 0.61
H 6.370 4.631 -3.942 0.75
H 5.713 3.980 -2.449 -0.19
H 5.425 2.935 -5.296 0.33
C 4.924 7.568 4.719 -1.63
C 5.962 6.452 4.455 1.60
C 7.167 6.833 5.362 -1.96
C 5.389 5.052 4.804 -1.62
C 4.461 4.450 3.735 -0.12
C 5.179 4.418 2.357 -0.58
C 5.586 5.799 1.940 1.56
C 6.568 5.590 0.712 -2.31
C 4.477 6.679 1.258 -1.16
N 6.337 6.534 2.987 0.70
O 6.978 7.694 2.607 -0.50
H 3.964 7.223 4.335 0.26
H 4.784 7.763 5.782 0.50
H 5.134 8.575 4.358 0.27
H 6.918 6.681 6.412 0.41
H 8.048 6.217 5.182 0.45
H 7.634 7.801 5.182 0.37
H 6.211 4.393 5.085 0.32
H 4.803 5.105 5.721 0.50
H 4.078 3.523 4.161 0.47
H 3.609 5.118 3.606 -0.04
H 4.452 4.004 1.658 -0.34
H 6.082 3.811 2.420 0.72
H 6.025 5.179 -0.139 0.13
H 7.417 4.998 1.052 0.57
H 6.978 6.527 0.334 0.56
H 4.104 6.238 0.334 -0.06
H 4.984 7.600 0.970 0.47
H 3.634 6.853 1.927 0.27
H 7.850 7.423 2.313 0.34
```

Frontier orbital gap ... 7.983 eV
SMILES ... CC1(C)CCCC(C)(C)N1O.CC1(C)CCCC(C)(C)N1O.CC1(C)CCCC(C)(C)N1O.CC1(C)CCCC(C)(C)N1O.CC1(C)CCCC(C)(C)N1O.CC1(C)CCCC(C)(C)N1O.CC1(C)CCCC(C)(C)N1O.CC1(C)CCCC(C)(C)N1O.CC1(C)CCCC(C)(C)N1O.CC1(C)CCCC(C)(C)N1O
Energy ... -4842.441357 Eh
Energy above the lowest of the compared OMol25 structures with the same formula, charge and spin ... 663.7 kJ/mol
HOMO energy ... -7.599 eV

=====

# 2
Entry from OMol25: a single C4H5NOS molecule at a distorted geometry (ωB97M-V with the def2-TZVPD basis set).

The geometry in XYZ format:
```
12
Properties=species:S:1:pos:R:3:mulliken_charge:R:1
O -0.872 0.434 -1.579 -0.50
C -0.667 1.528 -0.916 0.12
C -0.687 1.397 0.557 -0.27
C -0.479 0.178 1.090 -0.21
C -0.267 -1.043 0.358 -0.28
N 1.041 -0.897 -0.096 -0.34
S 1.381 -2.492 -0.766 -0.19
H -0.253 2.413 -1.396 0.34
H -0.701 2.454 0.982 0.26
H -0.496 0.004 2.109 0.41
H -0.851 -1.910 0.462 0.49
H 2.852 -2.066 -0.807 0.17
```

Frontier orbital gap ... 8.005 eV
SMILES ... O=C/C=C\C=N\S
Energy ... -683.446311 Eh
Energy above the lowest of the compared OMol25 structures with the same formula, charge and spin ... 424.3 kJ/mol
HOMO energy ... -8.383 eV

=====

# 3
Entry from OMol25: a molecular structure, C32H27BrF4O8P3PtS at a distorted geometry (ωB97M-V with the def2-TZVPD basis set).

The geometry in XYZ format:
```
77
Properties=species:S:1:pos:R:3:lowdin_spin:R:1
Pt 0.534 -0.696 -0.794 1.36
F 0.775 -7.641 0.773 0.00
C 0.523 -6.342 0.817 0.00
C 0.285 -5.708 2.021 0.00
F 0.242 -6.414 3.125 0.00
C -0.120 -4.368 2.056 0.00
F -0.452 -3.852 3.254 0.00
C -0.133 -3.597 0.887 0.01
P -0.604 -1.814 0.838 0.06
C -0.189 -1.126 2.467 0.00
C -1.047 -0.189 2.999 0.00
C -0.716 0.416 4.219 0.00
C 0.461 0.081 4.856 0.00
C 1.313 -0.868 4.309 0.00
C 1.015 -1.467 3.103 0.00
C -2.397 -1.872 0.670 0.02
C -3.053 -1.309 -0.433 0.01
C -4.431 -1.361 -0.545 0.00
C -5.171 -2.022 0.426 0.00
C -4.534 -2.571 1.516 0.00
C -3.174 -2.482 1.694 0.00
C 0.241 -4.253 -0.312 0.00
Br 0.435 -3.366 -1.976 0.13
C 0.519 -5.578 -0.362 0.00
F 0.812 -6.207 -1.506 0.00
H -1.959 0.152 2.553 0.00
H -1.430 1.111 4.676 0.00
H 0.717 0.449 5.833 0.00
H 2.196 -1.126 4.919 0.00
H 1.700 -2.187 2.694 0.00
H -2.458 -0.777 -1.147 0.01
H -4.910 -0.976 -1.441 0.00
H -6.236 -2.113 0.350 0.00
H -5.131 -3.086 2.244 0.00
H -2.756 -2.926 2.580 0.00
C 3.728 1.417 -1.312 0.00
C 3.942 0.021 -1.866 0.00
O 5.262 0.021 -2.429 0.00
P 2.654 -0.405 -3.132 0.01
O 2.672 -1.868 -3.413 0.00
O 3.048 0.465 -4.372 0.00
O 1.353 0.144 -2.557 0.04
P 3.666 -1.213 -0.515 0.01
O 4.879 -1.343 0.483 0.01
O 3.648 -2.620 -1.206 0.00
O 2.480 -0.805 0.366 0.13
H 3.930 2.127 -2.112 0.00
H 4.431 1.565 -0.503 0.00
H 2.726 1.545 -0.939 0.00
H 5.548 -0.830 -2.779 0.00
H 3.280 -2.533 -2.158 0.00
H 3.176 -0.015 -5.202 0.00
H 4.848 -0.872 1.307 0.00
O -0.058 1.421 0.029 0.13
S -1.197 1.991 -0.838 0.02
C -1.930 3.280 0.158 0.01
C -3.185 3.787 -0.247 0.00
C -3.814 4.731 0.522 0.00
C -3.245 5.221 1.706 0.00
C -2.034 4.693 2.104 0.00
C -1.367 3.746 1.338 0.00
C -0.347 2.969 -2.036 0.00
C 0.862 3.605 -1.792 0.00
C 1.551 4.158 -2.880 0.00
C 0.993 4.113 -4.139 0.00
C -0.209 3.460 -4.367 0.00
C -0.877 2.879 -3.311 0.00
H -3.633 3.445 -1.155 0.00
H -4.809 5.050 0.246 0.00
H -3.765 5.950 2.282 0.00
H -1.589 5.034 3.043 0.00
H -0.433 3.324 1.694 0.00
H 1.250 3.650 -0.790 0.00
H 2.518 4.627 -2.770 0.00
H 1.526 4.548 -4.979 0.00
H -0.585 3.328 -5.380 0.00
H -1.755 2.274 -3.461 0.00
```

Net charge ... +1
Frontier orbital gap (spin up / spin down) ... 8.482 / 7.398 eV
Energy ... -6352.525871 Eh
Energy above the lowest of the compared OMol25 structures with the same formula, charge and spin ... 0.0 kJ/mol
Multiplicity ... 3
HOMO energy (spin up / spin down) ... -10.909 / -11.900 eV
<S²> ... 2.0059

=====

# 4
Entry from OMol25: a single C4H8O2 molecule (ωB97M-V with the def2-TZVPD basis set).

The geometry in XYZ format:
```
14
Properties=species:S:1:pos:R:3:mulliken_charge:R:1
O 0.145 1.835 -0.511 -0.59
C -0.122 0.474 -0.808 0.03
C -1.228 -0.273 -0.026 -0.58
C -0.157 -0.974 0.848 -0.70
C 0.927 -0.458 -0.130 0.08
O 2.024 0.213 0.408 -0.59
H -0.491 2.166 0.135 0.32
H -0.184 0.385 -1.899 0.27
H -1.695 -0.956 -0.738 0.22
H -2.038 0.274 0.477 0.33
H -0.253 -2.062 0.942 0.28
H -0.021 -0.536 1.844 0.25
H 1.272 -1.239 -0.816 0.31
H 1.821 1.151 0.274 0.37
```

Frontier orbital gap ... 10.624 eV
SMILES ... O[C@@H]1CC[C@@H]1O
Energy ... -307.649513 Eh
Energy above the lowest of the compared OMol25 structures with the same formula, charge and spin ... 165.2 kJ/mol
HOMO energy ... -9.776 eV

=====

Question: What is the energy in the second record?
Answer: -683.446311 Eh